1.
C13H6ClF2N3O2 in the gas phase, computed with ωB97M-V/def2-TZVPD.

Last column: Mulliken charge in e.
CARTESIAN COORDINATES (ANGSTROEM)
O -0.914760 0.085607 1.523907  -0.593
C -1.224456 0.332751 0.346291  0.530
C -0.225831 0.691940 -0.727901  -0.004
N 1.175132 0.621189 -0.649738  -0.148
C 1.959135 -0.128259 0.256709  0.121
C 1.547832 -1.358293 0.691027  -0.218
C 2.371435 -2.123191 1.525063  0.132
F 1.876712 -3.301549 1.986455  -0.308
C 3.639080 -1.651424 1.929747  -0.638
C 4.059954 -0.393347 1.470784  -0.318
C 3.237593 0.373291 0.628427  0.154
F 3.705693 1.600884 0.221162  -0.307
C -0.697580 1.144300 -1.939788  0.358
Cl 0.343416 1.752605 -3.163737  -0.219
C -2.143176 1.077525 -2.281256  0.199
O -2.589156 1.362103 -3.375969  -0.630
C -3.071342 0.757922 -1.218489  -0.050
N -4.449508 0.629102 -1.204847  0.195
N -4.891312 0.262112 0.050820  -0.782
C -3.800243 0.112435 0.797679  -0.739
C -2.639666 0.372309 0.003272  0.806
H 1.671681 1.178324 -1.355221  0.298
H 0.586175 -1.748166 0.430664  0.539
H 4.262442 -2.267293 2.567170  0.425
H 5.075563 -0.042694 1.689803  0.390
H -5.059706 0.924978 -1.991478  0.260
H -3.805107 -0.265164 1.789441  0.547

Cartesian forces (eV/Å) of the 2 atoms listed first:
O 0.2 0.4 -2.3
C 0.4 -0.4 2.9

Summary:
* charge: 0
* Kohn-Sham gap: 6.9 eV
* structure (SMILES): O=C1C(Nc2cc(F)ccc2F)=C(Cl)C(=O)c2[nH]ncc21


2.
A molecular structure, C26H42Cl2N2O30S8, computed with ωB97M-V/def2-TZVPD.

Last column: Mulliken charge in e.
CARTESIAN COORDINATES (ANGSTROEM)
C -0.868160 2.332955 -0.109586  -1.128
C -1.070661 2.189392 -1.680764  -0.035
C -1.656585 0.804932 -2.143110  1.337
Cl -1.547730 0.796148 -3.998498  -0.255
C -3.168151 0.591907 -1.766708  0.714
C -4.035211 1.775817 -1.752825  -0.715
C -5.520829 1.696778 -1.427714  0.721
N -6.377472 2.797534 -1.393013  -0.648
S -7.837922 2.027497 -1.024833  0.177
N -7.434131 0.411177 -0.898534  -0.618
C -6.066719 0.312793 -1.131719  0.339
C -5.159235 -0.874455 -1.151740  0.358
Cl -5.902347 -2.475267 -0.788120  -0.239
C -3.721322 -0.805001 -1.460390  -0.516
O -2.977203 -1.970321 -1.495896  -0.345
C -2.086506 -2.109305 -0.375244  0.026
C -1.151431 -3.355045 -0.729843  0.236
C -0.194633 -3.054141 -1.968827  -0.985
O -0.361249 -3.793982 0.382942  -0.529
H 0.223953 2.541956 0.093663  0.186
H -1.417028 3.253057 0.244930  0.361
H -1.131848 1.401751 0.460256  0.196
H -1.652632 3.077964 -2.059401  0.064
H -0.048258 2.283040 -2.162204  0.353
H -1.002279 -0.052379 -1.818728  -0.719
H -3.651671 2.796202 -2.003238  0.193
H -1.399990 -1.234600 -0.199951  -0.066
H -2.593287 -2.355763 0.601442  0.313
H -1.800016 -4.223576 -1.041860  0.342
H 0.620669 -3.843052 -1.941624  0.388
H -0.738648 -3.164300 -2.955805  0.330
H 0.336350 -2.063069 -1.883949  0.071
H -0.281579 -3.057282 1.015165  0.312
C 3.628620 1.498182 -1.037686  -0.434
C 4.223865 0.105197 -1.006160  -0.152
O 3.529742 -0.567768 0.053760  -0.300
S 2.023018 -0.003021 0.139399  0.908
O 1.165406 -0.902385 -0.570409  -0.483
O 1.766970 0.401491 1.478414  -0.613
O 2.233710 1.313568 -0.772930  -0.255
H 4.045147 2.126345 -0.246136  0.277
H 3.773984 1.986215 -2.000310  0.360
H 5.295117 0.114517 -0.818965  0.372
H 4.023255 -0.428192 -1.930443  0.194
C 0.066654 -4.392567 3.639133  0.012
C -0.037109 -5.778138 4.245199  -0.300
O 1.202906 -5.971746 4.931648  -0.364
S 1.726111 -4.548999 5.491562  1.066
O 1.344773 -4.437219 6.861292  -0.497
O 3.063949 -4.356518 5.049813  -0.554
O 0.749438 -3.603809 4.618985  -0.318
H 0.670927 -4.403896 2.728724  0.178
H -0.910807 -3.965017 3.419483  0.188
H -0.186688 -6.550681 3.493342  0.266
H -0.843121 -5.828405 4.982219  0.331
C -6.145966 -5.432399 1.797268  0.063
C -5.958526 -6.715862 1.011125  -0.392
O -4.541585 -6.901589 0.946261  -0.334
S -3.867864 -6.312127 2.292543  1.054
O -3.652272 -7.389968 3.197762  -0.612
O -2.834476 -5.404941 1.919425  -0.316
O -5.139531 -5.463041 2.812847  -0.351
H -5.969961 -4.555316 1.169784  -0.044
H -7.136282 -5.363564 2.245292  0.320
H -6.385957 -6.658004 0.011557  0.336
H -6.388080 -7.570755 1.540395  0.298
C 5.996695 -3.554935 -3.729978  -0.314
C 4.986116 -3.393048 -4.850037  -0.330
O 4.640679 -2.005664 -4.834126  -0.291
S 5.924520 -1.146020 -4.362769  1.035
O 6.581759 -0.646426 -5.520199  -0.555
O 5.527219 -0.306721 -3.279489  -0.475
O 6.797149 -2.370541 -3.774068  -0.315
H 5.503616 -3.597128 -2.755283  0.265
H 6.618297 -4.439700 -3.859143  0.317
H 4.102051 -4.011559 -4.705290  0.321
H 5.432301 -3.619335 -5.822054  0.288
C 1.574302 -2.245244 10.646490  -0.324
C 0.565232 -2.095849 9.523863  -0.246
O 0.203037 -0.712258 9.535892  -0.315
S 1.476216 0.163234 10.011337  1.085
O 2.132833 0.667212 8.853335  -0.525
O 1.069449 0.998878 11.088978  -0.527
O 2.361822 -1.053457 10.603562  -0.320
H 1.079345 -2.291512 11.620255  0.284
H 2.205041 -3.124000 10.519436  0.311
H -0.312303 -2.724010 9.666819  0.308
H 1.017073 -2.319183 8.554065  0.264
C -2.882193 6.883925 -4.499213  -0.332
C -2.735001 5.597362 -5.289692  -0.258
O -1.326854 5.356465 -5.338847  -0.317
S -0.646449 5.911123 -3.983508  0.954
O -0.485550 4.820498 -3.082501  -0.416
O 0.426079 6.777530 -4.340902  -0.506
O -1.889759 6.807386 -3.472748  -0.324
H -2.664314 7.756976 -5.119607  0.277
H -3.874456 6.989128 -4.062779  0.326
H -3.147206 5.676525 -6.294028  0.320
H -3.203926 4.757115 -4.770156  0.211
C 3.708391 8.854601 -4.350285  -0.313
C 3.009382 8.601345 -3.028391  -0.155
O 4.049666 8.640096 -2.048140  -0.316
S 5.185089 9.688565 -2.522689  1.091
O 4.950630 10.931574 -1.869138  -0.536
O 6.445670 9.029862 -2.491819  -0.524
O 4.711597 9.831750 -4.062319  -0.322
H 4.205893 7.951896 -4.713968  0.323
H 3.025297 9.223296 -5.114056  0.291
H 2.495919 7.642128 -3.007250  0.170
H 2.298040 9.399167 -2.798023  0.292

Cartesian forces (eV/Å) of the 2 atoms listed first:
C 0.5 0.4 -0.4
C 0.8 0.0 0.2

Summary:
* charge: 0
* Kohn-Sham gap: 7.6 eV


3.
3 unconnected molecules or ions with the total composition CH4FN2O, computed with ωB97M-V/def2-TZVPD.

Last column: Mulliken charge in e.
CARTESIAN COORDINATES (ANGSTROEM)
C -0.458366 0.340319 0.086133  -0.382
N 0.640707 -0.266779 0.227866  -0.273
N -2.118652 0.628443 1.976132  -0.065
O -2.883421 -0.224016 1.498704  -0.338
F 2.905372 0.732027 -0.016909  -0.825
H -1.152432 0.075422 -0.857823  0.078
H 0.934618 -0.955546 -0.493591  0.215
H 1.636174 0.326484 0.537644  0.404
H -1.211409 0.060194 2.474676  0.187

Cartesian forces (eV/Å) of the 2 atoms listed first:
C -2.5 1.4 -0.7
N 2.3 -0.4 -0.9

Summary:
* charge: -1
* Kohn-Sham gap (alpha / beta): 7.6 / 7.6 eV


4.
A molecular structure, C14H10IrN2O6S4Sb, computed with ωB97M-V/def2-TZVPD.

Last column: Mulliken charge in e.
CARTESIAN COORDINATES (ANGSTROEM)
Ir -1.290720 -8.043244 14.835435  1.675
S -2.103177 -10.516942 18.282225  -0.246
Sb -1.495976 -10.770287 16.105184  0.915
S -2.844256 -9.675301 14.446113  -0.487
S 0.357365 -9.303866 15.990995  -0.547
S -1.255228 -12.767770 15.049660  -0.606
O 0.103067 -6.625548 14.092298  -0.520
N -0.507233 -5.526347 13.645878  -0.363
N -1.710783 -5.706783 13.100543  0.929
O -2.398756 -6.812380 13.456043  -0.842
C -2.226912 -4.738684 12.235677  0.228
C -3.526386 -5.015075 11.725471  -0.422
C -3.990802 -4.300234 10.622088  -0.419
C -3.259046 -3.217212 10.191053  -0.346
C -2.022268 -2.930838 10.704061  -0.419
C -1.436678 -3.745976 11.708734  -0.345
H -4.085050 -5.856977 12.122904  0.402
H -4.944821 -4.583625 10.170326  0.338
H -3.765610 -2.471612 9.512131  0.266
H -1.434583 -2.089008 10.345891  0.345
H -0.524812 -3.436240 12.214138  0.375
O -3.111702 -7.993771 17.531164  -0.681
C -2.384879 -6.995628 17.318402  0.537
O -1.633207 -6.728499 16.266010  -0.818
C -2.329273 -5.859609 18.343501  0.059
C -1.132533 -5.037715 18.547799  -0.515
C -0.998696 -4.093641 19.520304  -0.889
C -2.092202 -4.046242 20.466149  0.752
O -2.233954 -3.326620 21.610007  -0.484
C -3.640109 -3.413951 21.934806  -0.172
O -4.224107 -4.411952 21.112546  -0.474
C -3.257198 -4.789961 20.196870  0.872
C -3.385427 -5.735257 19.201353  -0.730
H -0.351868 -5.158528 17.840291  0.469
H -0.095051 -3.468181 19.673480  0.360
H -4.055248 -2.400810 21.708121  0.234
H -3.773892 -3.617803 23.009295  0.218
H -4.290960 -6.410779 19.111777  0.353

Cartesian forces (eV/Å) of the 2 atoms listed first:
Ir 1.0 -0.2 -0.8
S -0.6 -0.1 1.3

Summary:
* spin multiplicity: 6
* charge: -1
* Kohn-Sham gap (alpha / beta): 5.4 / 5.0 eV


5.
CHNO2 in the gas phase, computed with ωB97M-V/def2-TZVPD.

Last column: Mulliken charge in e.
CARTESIAN COORDINATES (ANGSTROEM)
O -1.266322 1.059514 -0.139153  -0.352
C -0.525204 0.167785 -0.074675  0.268
N 0.834215 -0.037089 0.361002  0.122
O 1.771289 -0.347313 -0.279075  -0.255
H -0.813979 -0.842896 0.131900  0.217

Cartesian forces (eV/Å) of the 2 atoms listed first:
O -0.9 2.6 -0.5
C 1.3 -2.1 0.4

Summary:
* charge: 0
* Kohn-Sham gap: 8.7 eV
* structure (SMILES): O=CN=O


6.
C5H7N in the gas phase, computed with ωB97M-V/def2-TZVPD.

Last column: Mulliken charge in e.
CARTESIAN COORDINATES (ANGSTROEM)
C 3.015592 0.847850 0.130492  0.034
C 1.863944 0.475923 0.114108  -0.564
C 0.188756 0.072091 -0.082988  0.626
C 0.037527 -1.405769 -0.073598  -1.245
N -0.342290 1.160145 0.097891  -0.386
C -1.949156 0.748452 -0.018907  -0.854
H 3.999824 1.234197 0.140975  0.400
H 0.912417 -1.864580 -0.530158  0.372
H -0.831184 -1.731868 -0.644845  0.378
H -0.033944 -1.743934 0.960458  0.301
H -2.251205 -0.110965 0.579913  0.313
H -2.382296 1.655491 0.394400  0.324
H -2.227983 0.662967 -1.067740  0.300

Cartesian forces (eV/Å) of the 2 atoms listed first:
C -1.1 -0.3 0.0
C -1.8 -1.2 -0.8

Summary:
* charge: 0
* Kohn-Sham gap: 10.5 eV
* structure (SMILES): C#C/C(C)=N/C


| no. | F_max (eV/Å) | molecular weight (g mol⁻¹) |
| --- | --- | --- |
| 1 | 2.97 | 309.66 |
| 2 | 4.66 | 1190.05 |
| 3 | 3.12 | 79.05 |
| 4 | 4.36 | 744.49 |
| 5 | 2.81 | 59.02 |
| 6 | 8.14 | 81.12 |